(1)
Molecular formula: CrF6H4N3O14S6
Method: DFT, ωB97M-V/def2-TZVPD

XYZ file:
```
34
Properties=species:S:1:pos:R:3
Cr 0.05 0.00 0.15
N -1.20 -0.83 1.31
S -1.88 -2.20 1.48
O -2.97 -2.49 0.63
O -1.65 -3.00 2.63
F -0.72 -2.84 0.52
S -2.55 -0.12 2.16
O -2.57 -0.20 3.63
O -3.87 -0.12 1.60
F -1.91 1.36 1.94
N 0.67 -0.99 -1.36
S -0.11 -2.10 -2.48
O 0.03 -3.52 -2.19
O -0.37 -1.61 -3.85
F -1.56 -1.79 -1.80
S 2.03 -1.60 -1.94
O 2.34 -1.49 -3.38
O 2.66 -2.60 -1.11
F 2.77 -0.27 -1.34
N 0.77 1.80 0.10
S 1.47 2.86 1.35
O 0.49 3.86 1.78
O 2.87 3.22 1.26
F 1.37 1.86 2.52
S 1.06 2.95 -0.98
O 2.49 3.03 -1.41
O 0.33 4.20 -0.94
F 0.49 2.12 -2.21
O 1.58 -0.75 1.34
H 2.42 -0.29 1.26
H 1.73 -1.39 2.03
O -1.75 0.85 -0.73
H -2.11 1.74 -0.70
H -2.38 0.36 -1.26
```

Its HOMO energy (alpha / beta) is -12.0121 / -12.0601 eV. The value obtained for the largest force on an atom is 12.09 eV Å⁻¹. Its spin multiplicity is 4. The total energy comes out at -142928.275 eV.

=====

(2)
Molecular formula: CsH4O2
Method: DFT, ωB97M-V/def2-TZVPD

XYZ file:
```
7
Properties=species:S:1:pos:R:3
Cs 0.86 0.09 -0.83
O 1.09 2.17 1.29
H 1.67 2.63 1.94
H 0.70 1.54 1.89
O -1.08 -2.02 -1.55
H -1.39 -2.12 -0.66
H -1.84 -2.28 -2.07
```

Its HOMO energy is -16.0949 eV. The value obtained for the largest force on an atom is 1.70 eV Å⁻¹. Its net charge is +1. Its spin multiplicity is 1. The value obtained for the energy above the lowest of the compared OMol25 structures with the same formula, charge and spin is 33.83 kJ/mol. The total energy comes out at -4702.768 eV.

=====

(3)
Molecular formula: CuH14O7
Method: DFT, ωB97M-V/def2-TZVPD

XYZ file:
```
22
Properties=species:S:1:pos:R:3
Cu 22.15 -17.07 25.43
O 23.52 -17.05 27.28
H 23.39 -17.65 28.01
H 24.27 -16.52 27.53
O 20.98 -16.14 27.29
H 21.54 -15.49 27.72
H 20.10 -15.78 27.35
O 22.32 -19.34 25.58
H 23.06 -19.89 25.82
H 21.56 -19.92 25.62
O 24.07 -17.09 24.14
H 24.45 -16.51 23.48
H 24.50 -17.93 24.01
O 22.73 -14.95 25.65
H 22.61 -14.19 25.08
H 23.15 -14.59 26.44
O 19.88 -17.84 25.43
H 19.13 -17.93 26.02
H 19.58 -18.22 24.60
O 21.01 -16.03 23.56
H 20.61 -16.18 22.70
H 20.99 -15.08 23.67
```

Its HOMO energy (alpha / beta) is -23.9543 / -23.5586 eV. The value obtained for the largest force on an atom is 1.95 eV Å⁻¹. Its net charge is +3. Its spin multiplicity is 3. The value obtained for the energy above the lowest of the compared OMol25 structures with the same formula, charge and spin is 25.36 kJ/mol. The total energy comes out at -59163.641 eV.

=====

(4)
Molecular formula: EuFHMgNO3S2
Method: DFT, ωB97M-V/def2-TZVPD

XYZ file:
```
10
Properties=species:S:1:pos:R:3
Eu -1.90 -1.53 -3.36
N 0.67 -0.10 -0.89
S 0.90 -0.84 -2.50
S -0.69 0.63 -0.61
O 0.00 0.51 2.09
O -1.83 0.06 -1.42
F -0.53 2.12 -1.41
Mg 1.57 -0.30 1.21
O 1.14 0.05 3.18
H 0.67 -0.60 3.71
```

Its HOMO energy (alpha / beta) is -10.8651 / -10.8874 eV. The value obtained for the largest force on an atom is 2.71 eV Å⁻¹. Its net charge is +1. Its spin multiplicity is 8. The value obtained for the energy above the lowest of the compared OMol25 structures with the same formula, charge and spin is 348.17 kJ/mol. The total energy comes out at -56801.032 eV.

=====

(5)
Molecular formula: F10KN5Na2O20S10
Method: DFT, ωB97M-V/def2-TZVPD

XYZ file:
```
48
Properties=species:S:1:pos:R:3
Na 0.04 -0.79 2.11
Na 0.96 1.58 0.55
K -2.78 2.76 -2.99
N 1.60 3.05 -1.18
S 0.74 4.53 -0.99
O -0.67 4.49 -1.24
O 1.50 5.75 -1.03
F 0.77 4.24 0.60
S 1.23 2.83 -2.65
O 1.48 3.85 -3.63
O -0.01 2.11 -2.74
F 2.39 1.76 -2.93
N -0.55 -1.99 -6.36
S 0.18 -1.71 -4.90
O 1.62 -1.89 -4.85
O -0.56 -2.12 -3.75
F 0.03 -0.12 -4.93
S -0.15 -3.47 -6.59
O -0.33 -4.35 -5.48
O 1.00 -3.71 -7.41
F -1.34 -3.89 -7.59
N 1.59 1.01 2.77
S 0.62 1.79 3.97
O 0.06 3.06 3.66
O 1.03 1.64 5.33
F -0.65 0.86 3.74
S 2.99 1.04 3.52
O 3.31 -0.13 4.29
O 3.50 2.28 4.01
F 3.78 0.81 2.13
N -1.33 0.54 0.72
S -2.14 -0.35 -0.33
O -2.43 0.33 -1.57
O -3.06 -1.35 0.16
F -0.93 -1.29 -0.74
S -2.51 1.83 0.89
O -3.57 1.61 1.81
O -2.85 2.64 -0.25
F -1.51 2.75 1.67
N -0.54 -2.60 3.45
S 0.09 -3.27 4.67
O 1.44 -3.73 4.51
O -0.81 -4.11 5.41
F 0.43 -1.97 5.56
S -0.85 -3.93 2.55
O -2.27 -4.14 2.49
O 0.01 -5.07 2.39
F -0.55 -3.15 1.22
```

Its HOMO energy is -5.1107 eV. The value obtained for the largest force on an atom is 6.73 eV Å⁻¹. Its net charge is -2. Its spin multiplicity is 1. The value obtained for the energy above the lowest of the compared OMol25 structures with the same formula, charge and spin is 0.00 kJ/mol. The total energy comes out at -209089.440 eV.

=====

(6)
Molecular formula: F24K4P4
Method: DFT, ωB97M-V/def2-TZVPD

XYZ file:
```
32
Properties=species:S:1:pos:R:3
K -3.14 -1.39 0.87
K 4.34 -3.25 0.64
K 0.68 -4.11 -3.24
K 2.47 1.93 -0.34
P 2.00 0.73 -4.14
F 1.23 0.63 -2.69
F 1.33 2.18 -4.31
F 3.33 1.43 -3.48
F 2.73 0.86 -5.55
F 2.75 -0.79 -3.91
F 0.76 -0.12 -4.87
P -1.71 -0.61 4.29
F -1.99 -1.83 3.30
F -0.74 -1.58 5.15
F -0.41 -0.15 3.38
F -1.37 0.77 5.23
F -2.68 0.45 3.54
F -3.00 -0.91 5.39
P -2.03 2.64 -0.21
F -3.39 3.12 0.54
F -2.28 1.22 0.53
F -2.99 2.15 -1.51
F -0.66 2.02 -0.82
F -1.77 4.10 -0.97
F -1.26 3.14 1.15
P 1.04 -1.81 0.33
F 2.47 -1.63 -0.51
F 1.06 -0.17 0.16
F 0.43 -1.98 -1.19
F -0.39 -1.99 1.12
F 1.36 -3.43 0.31
F 1.83 -1.65 1.81
```

Its HOMO energy is -10.2458 eV. The value obtained for the largest force on an atom is 5.73 eV Å⁻¹. Its spin multiplicity is 1. The total energy comes out at -167702.414 eV.

=====

(7)
Molecular formula: F2H12O6Y
Method: DFT, ωB97M-V/def2-TZVPD

XYZ file:
```
21
Properties=species:S:1:pos:R:3
Y -0.23 -0.22 0.02
F -1.39 -1.85 -0.74
F -0.34 -0.27 2.18
O 2.08 -0.19 1.13
H 3.00 -0.31 0.84
H 2.09 -0.07 2.07
O -1.25 1.23 -1.73
H -0.80 1.88 -2.34
H -2.14 1.61 -1.64
O 0.04 1.97 1.07
H -0.45 1.63 1.83
H -0.02 2.91 1.06
O 1.55 0.08 -1.64
H 1.50 -0.63 -2.28
H 2.44 0.42 -1.69
O -2.64 0.18 0.55
H -3.25 -0.09 -0.20
H -3.01 -0.22 1.33
O 0.75 -2.66 0.36
H 0.37 -2.58 -0.55
H 1.71 -2.85 0.37
```

Its HOMO energy is -14.9662 eV. The value obtained for the largest force on an atom is 2.53 eV Å⁻¹. Its net charge is +1. Its spin multiplicity is 1. The value obtained for the energy above the lowest of the compared OMol25 structures with the same formula, charge and spin is 0.00 kJ/mol. The total energy comes out at -18958.508 eV.

=====

(8)
Molecular formula: F2H2O2Si
Method: DFT, ωB97M-V/def2-TZVPD

XYZ file:
```
7
Properties=species:S:1:pos:R:3
O 0.38 1.18 -0.55
O -0.78 -1.61 0.98
F -0.39 0.55 2.41
F -2.51 0.31 0.80
Si -1.01 -0.05 1.13
H 0.34 0.39 -1.16
H -0.23 -2.22 1.31
```

Its HOMO energy is -10.0414 eV. The value obtained for the largest force on an atom is 5.03 eV Å⁻¹. Its spin multiplicity is 1. The value obtained for the energy above the lowest of the compared OMol25 structures with the same formula, charge and spin is 386.83 kJ/mol. The total energy comes out at -17442.735 eV.

=====

(9)
Molecular formula: F2H2O4Si
Method: DFT, ωB97M-V/def2-TZVPD

XYZ file:
```
9
Properties=species:S:1:pos:R:3
O -0.67 -0.23 -1.19
Si -1.47 -0.39 0.07
O -1.65 0.79 1.07
F -2.28 -1.61 0.61
H -2.11 0.85 1.97
O 2.15 0.05 -1.54
O 2.38 0.63 -0.32
F 2.41 -0.23 0.82
H 1.24 0.13 -1.50
```

The structure (SMILES) is O=[Si](O)F.OOF. Its HOMO energy is -11.0698 eV. The value obtained for the largest force on an atom is 4.29 eV Å⁻¹. Its spin multiplicity is 1. The value obtained for the energy above the lowest of the compared OMol25 structures with the same formula, charge and spin is 231.59 kJ/mol. The total energy comes out at -21532.013 eV.

=====

(10)
Molecular formula: F2HHgO2P
Method: DFT, ωB97M-V/def2-TZVPD

XYZ file:
```
7
Properties=species:S:1:pos:R:3
H -0.05 1.75 -0.23
P 0.31 -0.12 0.50
F -0.39 -0.80 1.72
F 1.66 -0.88 0.31
O 0.53 1.41 0.68
O -0.52 -0.07 -0.77
Hg -1.54 -1.29 -2.21
```

Its HOMO energy (alpha / beta) is -14.6549 / -17.5460 eV. The value obtained for the largest force on an atom is 4.43 eV Å⁻¹. Its net charge is +1. Its spin multiplicity is 2. The total energy comes out at -23004.335 eV.

=====

(11)
Molecular formula: F2HNO5S3
Method: DFT, ωB97M-V/def2-TZVPD

XYZ file:
```
12
Properties=species:S:1:pos:R:3
N 2.68 0.80 0.00
O 1.02 -1.98 0.07
O -0.22 -0.07 -0.83
O -2.58 0.57 -1.49
O 0.71 0.11 1.54
O -1.86 0.21 0.85
F -0.92 2.05 -0.41
F -1.62 -1.88 -0.45
S 1.41 1.19 0.80
S -1.59 0.47 -0.53
S -0.17 -1.38 0.49
H 3.13 -0.09 -0.04
```

Its HOMO energy is -11.6681 eV. The value obtained for the largest force on an atom is 6.20 eV Å⁻¹. Its spin multiplicity is 1. The value obtained for the energy above the lowest of the compared OMol25 structures with the same formula, charge and spin is 148.50 kJ/mol. The total energy comes out at -49679.904 eV.

=====

(12)
Molecular formula: F3H3SSi2
Method: DFT, ωB97M-V/def2-TZVPD

XYZ file:
```
9
Properties=species:S:1:pos:R:3
F -3.65 0.59 1.41
F -3.69 -1.27 -0.40
F -3.45 1.05 -0.97
Si -0.11 -0.33 0.32
Si -2.89 0.02 0.13
S 0.77 1.60 0.14
H 0.16 -0.77 1.66
H 0.00 -1.40 -0.82
H -0.37 2.29 -0.03
```

Its HOMO energy is -10.3807 eV. The value obtained for the largest force on an atom is 3.43 eV Å⁻¹. Its spin multiplicity is 1. The value obtained for the energy above the lowest of the compared OMol25 structures with the same formula, charge and spin is 103.67 kJ/mol. The total energy comes out at -34796.360 eV.

=====

The highest largest force on an atom belongs to which entry? CrF6H4N3O14S6